a:
DFT (ωB97M-V/def2-TZVPD) results for a molecular structure, C5H8NO2.

## Properties
HOMO level ... -2.343 eV

```
! RIJCOSX wB97M-V def2-TZVPD def2/J DEFGRID3
* xyz -1 1
O 2.140 1.142 0.897
O 3.498 -0.057 -0.451
N -1.409 -1.515 -0.610
C -0.195 0.014 0.598
C 2.548 0.006 0.372
C -2.444 0.729 -0.292
C -1.490 -0.291 -0.128
C 1.066 0.206 -0.246
H -2.134 -1.866 -1.230
H -0.272 0.932 1.180
H -3.367 0.413 -0.752
H -2.388 1.636 0.280
H 1.089 -0.650 -0.952
H 2.411 -0.901 1.012
H -0.030 -0.852 1.249
H 0.977 1.056 -0.928
*
```

---

b:
DFT (ωB97M-V/def2-TZVPD) results for a molecular structure, C5H8NO2.

## Properties
HOMO level ... -4.160 eV

```
! RIJCOSX wB97M-V def2-TZVPD def2/J DEFGRID3
* xyz -1 1
O 2.036 3.644 -2.100
O 0.546 3.237 -0.412
N 0.837 -2.698 0.464
C 1.327 2.937 -1.342
C -1.371 -1.944 1.497
C -0.883 -0.833 -0.120
C -0.331 -2.016 0.553
C -0.040 0.407 0.126
H -1.330 -1.481 2.465
H -2.379 -1.667 1.120
H -0.142 0.930 1.086
H 1.322 1.786 -1.652
H 1.029 0.116 0.130
H 1.295 -2.429 -0.357
H -1.730 -1.088 -0.775
H -0.185 1.098 -0.682
*
```

---

Most stable = b

---

a:
DFT (ωB97M-V/def2-TZVPD) results for 2 unconnected molecules or ions with the total composition C9H14.

## Properties
HOMO level ... -8.928 eV
SMILES ... Cc1ccccc1.CC

```
! RIJCOSX wB97M-V def2-TZVPD def2/J DEFGRID3
* xyz 0 1
C 0.554 0.291 0.119
C 2.779 -0.440 0.924
C 2.534 1.857 0.040
C 3.314 0.865 0.668
C 0.493 2.611 -0.974
C -2.772 -2.153 0.792
C 1.177 1.557 -0.113
C -3.203 -1.932 -0.730
C 1.421 -0.654 0.668
H -0.674 2.557 -0.985
H 0.775 -1.655 0.743
H -2.653 -2.568 -1.443
H -1.707 -1.601 0.953
H 4.372 1.192 0.760
H -4.271 -2.417 -0.888
H 2.953 2.775 -0.380
H 3.365 -1.274 1.285
H -3.182 -0.907 -1.069
H 0.833 2.635 -2.019
H -3.365 -1.411 1.491
H 0.553 3.730 -0.954
H -0.567 0.121 0.101
H -2.731 -3.180 1.013
*
```

---

b:
DFT (ωB97M-V/def2-TZVPD) results for 2 unconnected molecules or ions with the total composition C9H14.

## Properties
HOMO level ... -9.001 eV
SMILES ... Cc1ccccc1.CC

```
! RIJCOSX wB97M-V def2-TZVPD def2/J DEFGRID3
* xyz 0 1
C -1.198 0.343 0.613
C -2.069 -1.834 -0.244
C 1.036 0.484 -1.388
C -0.231 1.115 1.318
C -1.008 -1.006 0.444
C 0.883 -0.915 1.845
C 0.757 0.419 1.980
C 0.016 -1.655 1.077
C 1.309 1.860 -1.868
H 1.512 1.043 2.515
H -2.606 -1.305 -1.173
H 0.110 -2.739 1.208
H -0.101 0.557 -1.311
H 1.694 -1.610 2.286
H 1.655 1.728 -2.959
H 0.482 2.710 -1.855
H -2.875 -1.970 0.470
H 2.033 2.454 -1.316
H 1.309 -0.249 -2.136
H -0.269 2.240 1.247
H -2.102 0.870 0.286
H -1.797 -2.796 -0.686
H 1.461 0.254 -0.352
*
```

---

c:
DFT (ωB97M-V/def2-TZVPD) results for 2 unconnected molecules or ions with the total composition C9H14.

## Properties
HOMO level ... -9.035 eV
SMILES ... Cc1ccccc1.CC

```
! RIJCOSX wB97M-V def2-TZVPD def2/J DEFGRID3
* xyz 0 1
C -2.917 -2.554 -0.091
C -0.499 0.383 0.326
C 1.681 0.242 -0.732
C 3.619 1.572 0.132
C -0.120 1.575 0.925
C 0.418 -0.296 -0.467
C -4.219 -2.886 -0.787
C 1.241 1.916 0.899
C 2.135 1.310 0.030
H 4.092 1.394 -0.834
H 0.068 -1.190 -0.968
H 1.531 2.728 1.556
H -4.646 -3.841 -0.478
H -3.049 -2.001 0.844
H -2.272 -1.870 -0.652
H -0.791 2.278 1.398
H -1.477 -0.069 0.422
H 2.209 -0.297 -1.510
H -4.973 -2.138 -0.551
H -4.058 -3.074 -1.852
H 3.833 2.594 0.450
H -2.273 -3.411 0.113
H 4.061 0.923 0.888
*
```

---

Most stable = c

---

a:
DFT (ωB97M-V/def2-TZVPD) results for 2 unconnected molecules or ions with the total composition C9H14.

## Properties
HOMO level ... -8.965 eV
SMILES ... Cc1ccccc1.CC

```
! RIJCOSX wB97M-V def2-TZVPD def2/J DEFGRID3
* xyz 0 1
C 1.901 -0.517 -1.152
C -2.458 -1.096 2.230
C 2.170 0.806 -0.872
C 0.610 -1.031 -1.328
C -0.236 1.117 -0.555
C 1.043 1.625 -0.722
C -3.319 -0.756 1.057
C -0.450 -0.197 -0.950
C 3.629 1.222 -0.820
H 4.005 0.825 -1.776
H -1.038 1.721 -0.156
H -2.005 -0.306 2.859
H 0.545 -2.052 -1.666
H 2.805 -1.112 -1.286
H 3.868 2.280 -0.856
H -1.590 -1.736 2.025
H 1.230 2.692 -0.598
H -4.287 -0.391 1.423
H -2.894 0.099 0.532
H -1.374 -0.733 -0.795
H -2.857 -1.621 3.114
H -3.452 -1.537 0.322
H 4.154 0.699 -0.028
*
```

---

b:
DFT (ωB97M-V/def2-TZVPD) results for 2 unconnected molecules or ions with the total composition C9H14.

## Properties
HOMO level ... -8.995 eV
SMILES ... Cc1ccccc1.CC

```
! RIJCOSX wB97M-V def2-TZVPD def2/J DEFGRID3
* xyz 0 1
C 1.820 1.291 -0.915
C -1.116 -2.562 -0.544
C -0.968 0.702 2.201
C -0.086 -1.412 1.429
C -0.954 -1.358 0.347
C -1.708 -0.217 0.092
C -1.736 0.800 1.031
C -0.219 -0.427 2.423
C 2.000 1.952 -2.284
H 0.293 -0.631 3.354
H 1.078 1.909 -2.879
H 1.321 1.961 -0.212
H -2.387 -0.200 -0.754
H 0.542 -2.285 1.549
H -1.825 -3.219 -0.037
H 2.175 3.024 -2.169
H 1.336 0.319 -0.970
H 2.849 1.571 -2.839
H -2.345 1.679 0.852
H -1.145 1.458 2.959
H -0.224 -3.180 -0.604
H 2.830 1.137 -0.508
H -1.531 -2.314 -1.522
*
```

---

Most stable = b

---

a:
DFT (ωB97M-V/def2-TZVPD) results for 2 unconnected molecules or ions with the total composition C9H14.

## Properties
HOMO level ... -8.968 eV
SMILES ... Cc1ccccc1.CC

```
! RIJCOSX wB97M-V def2-TZVPD def2/J DEFGRID3
* xyz 0 1
C -1.355 -1.422 -1.566
C -2.496 0.655 1.419
C -0.381 -0.375 1.922
C 2.269 1.526 -1.057
C -1.413 -0.775 -0.211
C -0.479 -1.132 0.749
C -2.443 0.086 0.144
C 2.940 0.235 -0.535
C -1.415 0.495 2.267
H 3.627 -0.235 -1.235
H 1.305 1.351 -1.523
H -1.220 -2.496 -1.440
H -1.200 1.218 3.004
H 2.111 -0.456 -0.375
H 2.230 2.265 -0.260
H 3.435 0.433 0.412
H -0.440 -1.083 -2.068
H -2.113 -1.269 -2.330
H 0.435 -0.594 2.595
H 2.931 2.028 -1.770
H 0.396 -1.767 0.655
H -3.443 1.082 1.723
H -3.282 0.228 -0.521
*
```

---

b:
DFT (ωB97M-V/def2-TZVPD) results for 2 unconnected molecules or ions with the total composition C9H14.

## Properties
HOMO level ... -9.029 eV
SMILES ... Cc1ccccc1.CC

```
! RIJCOSX wB97M-V def2-TZVPD def2/J DEFGRID3
* xyz 0 1
C -0.012 0.948 -2.200
C -2.910 -0.848 2.795
C 0.392 0.671 0.129
C 1.747 0.727 -0.115
C 2.245 0.923 -1.410
C 3.723 0.798 -1.660
C -0.523 0.853 -0.919
C 1.350 0.928 -2.473
C -2.872 -2.133 1.966
H -1.544 0.808 -0.629
H -2.513 0.013 2.261
H 4.034 -0.238 -1.786
H 0.045 0.378 1.104
H -3.666 -2.809 2.287
H -0.775 0.932 -2.951
H -3.885 -0.564 3.185
H -1.917 -2.637 1.987
H 4.291 1.149 -0.795
H 2.489 0.768 0.676
H 1.676 0.982 -3.503
H -3.093 -1.959 0.907
H 4.038 1.375 -2.529
H -2.322 -1.062 3.673
*
```

---

c:
DFT (ωB97M-V/def2-TZVPD) results for 2 unconnected molecules or ions with the total composition C9H14.

## Properties
HOMO level ... -9.133 eV
SMILES ... Cc1ccccc1.CC

```
! RIJCOSX wB97M-V def2-TZVPD def2/J DEFGRID3
* xyz 0 1
C -2.038 -2.533 1.474
C -2.202 -3.028 0.164
C -1.468 -1.253 1.665
C -0.972 -0.484 0.596
C 2.809 1.417 -0.571
C 2.509 2.526 -1.561
C -1.284 -0.900 -0.691
C -0.530 1.004 1.000
C -1.883 -2.124 -0.872
H 2.549 0.368 -0.770
H -0.598 1.606 0.163
H -1.105 -0.211 -1.661
H -1.836 -2.565 -1.795
H -2.703 -3.905 -0.184
H -1.097 1.598 1.766
H 3.807 1.515 -0.003
H 0.459 1.068 1.464
H -2.435 -3.188 2.276
H 1.415 2.721 -1.628
H 2.744 2.161 -2.570
H -1.175 -1.068 2.783
H 2.163 1.711 0.383
H 2.872 3.565 -1.429
*
```

---

d:
DFT (ωB97M-V/def2-TZVPD) results for 2 unconnected molecules or ions with the total composition C9H14.

## Properties
HOMO level ... -9.057 eV
SMILES ... Cc1ccccc1.CC

```
! RIJCOSX wB97M-V def2-TZVPD def2/J DEFGRID3
* xyz 0 1
C -0.958 -1.958 0.065
C 0.071 0.112 -1.584
C 0.902 -0.804 -0.948
C -1.285 0.002 -1.322
C 1.396 -2.764 0.538
C 0.432 -1.858 -0.183
C -0.753 2.717 1.036
C 0.693 2.481 0.538
C -1.782 -1.099 -0.634
H -0.815 2.765 2.124
H -1.183 3.607 0.580
H -1.233 -2.799 0.687
H 1.059 -2.929 1.562
H -2.831 -1.353 -0.513
H 0.991 1.553 1.037
H 1.373 3.242 0.945
H 2.391 -2.352 0.777
H 1.990 -0.746 -0.958
H 0.709 2.600 -0.545
H 0.604 0.875 -2.134
H -1.965 0.599 -1.917
H 1.554 -3.726 0.055
H -1.360 1.836 0.795
*
```

---

Most stable = b